# 1
8
Properties=species:S:1:pos:R:3:lowdin_charge:R:1 method="wB97M-V/def2-TZVPD" homo_lumo_gap_ev=10.31 largest_force_ev_per_a=3.6 de_lowest_kcal_mol=86.2 total_charge=0 total_energy_ha=-337.28713 homo_energy_ev=-9.82 spin_multiplicity=1
O 1.75606 0.13511 0.48318 0.1565
C 0.66904 -0.13094 -0.20003 -0.5139
N 0.09250 -1.30189 -0.25178 0.1453
O -1.15117 -0.67157 0.25757 -0.0585
C -1.20111 0.58663 -0.26120 -0.1877
N -0.05579 1.01022 -0.64473 0.1743
H 2.07755 -0.68517 0.88865 0.1403
H -2.18707 1.05761 -0.27166 0.1436

=====

# 2
8
Properties=species:S:1:pos:R:3:lowdin_charge:R:1 method="wB97M-V/def2-TZVPD" homo_lumo_gap_ev="7.18 / 7.38" largest_force_ev_per_a=3.5 de_lowest_kcal_mol=119.7 total_charge=0 total_energy_ha=-337.23366 homo_energy_ev="-9.56 / -9.55" spin_multiplicity=1
O 1.64144 -0.61551 -0.59746 0.0221
C 0.73927 -1.18219 -0.02234 -0.4417
N -0.39210 -0.74252 0.51135 0.0691
C -0.85166 0.51246 0.37093 -0.1746
N -0.34119 1.43941 -0.29593 0.0538
O 0.12652 2.11766 -1.14336 0.2004
H 0.78049 -2.27938 0.17875 0.1204
H -1.70276 0.75007 0.99806 0.1505

=====

# 3
8
Properties=species:S:1:pos:R:3:lowdin_charge:R:1 method="wB97M-V/def2-TZVPD" homo_lumo_gap_ev=9.35 largest_force_ev_per_a=0.5 de_lowest_kcal_mol=105.2 total_charge=0 total_energy_ha=-337.25671 homo_energy_ev=-10.39 spin_multiplicity=1
O -1.76927 -0.00536 -1.02644 0.0983
C -0.49838 0.10117 -0.34429 -0.5424
N -1.01788 1.23839 -0.07779 0.3493
O 1.43560 0.92131 0.98840 0.0285
C 1.47084 -0.19533 0.50391 -0.3347
N 0.44356 -0.75265 -0.25595 0.1324
H -2.39711 -0.44324 -0.42149 0.1480
H 2.33264 -0.86429 0.63366 0.1206

=====

# 4
9
Properties=species:S:1:pos:R:3:lowdin_charge:R:1 method="wB97M-V/def2-TZVPD" homo_lumo_gap_ev=9.48 largest_force_ev_per_a=4.2 de_lowest_kcal_mol=78.6 total_charge=0 total_energy_ha=-735.46202 homo_energy_ev=-9.52 spin_multiplicity=1
C -0.52727 -0.29038 0.88302 0.0326
C 0.31354 0.61691 1.85219 -0.7082
N 0.90178 0.69494 -0.56835 -0.2638
N -0.11384 -0.26874 -0.37167 -0.3503
O -0.46787 -0.79852 -1.41596 0.0127
O 0.23981 0.71629 3.01319 0.0402
S 1.53541 1.41429 0.87340 1.0357
H -1.36680 -0.88395 1.05261 0.1125
H 1.03247 1.30506 -1.34340 0.0886

=====

# 5
9
Properties=species:S:1:pos:R:3:lowdin_charge:R:1 method="wB97M-V/def2-TZVPD" homo_lumo_gap_ev="9.00 / 5.85" largest_force_ev_per_a=4.9 de_lowest_kcal_mol=113.8 total_charge=0 total_energy_ha=-735.40595 homo_energy_ev="-8.88 / -7.69" spin_multiplicity=1
C -0.18705 -0.15881 -1.49411 -0.2690
C 0.14404 0.30582 -0.19208 -0.5541
N 1.58077 0.17067 -0.34627 -0.2536
N -1.53539 -0.09019 2.64563 0.0346
O -2.15445 -1.02724 2.33262 -0.0431
O -0.45342 0.50339 0.90497 -0.0283
S 1.48458 -0.29066 -2.01248 0.9571
H -1.08156 -0.02232 -2.10484 0.0778
H 2.20248 0.60934 0.26655 0.0787

=====

# 6
9
Properties=species:S:1:pos:R:3:lowdin_charge:R:1 method="wB97M-V/def2-TZVPD" homo_lumo_gap_ev="8.40 / 6.62" largest_force_ev_per_a=1.6 de_lowest_kcal_mol=142.8 total_charge=0 total_energy_ha=-735.35966 homo_energy_ev="-10.96 / -10.61" spin_multiplicity=1
C -2.26722 1.35868 -0.48724 -0.8208
C 0.92826 -0.10854 -0.25511 0.1327
N -2.62805 1.66870 -1.54275 0.1094
N 1.36761 -1.19475 0.54924 -0.4413
O 2.18192 -1.05068 1.47076 0.0544
O 0.81291 -2.27509 0.26923 0.0474
S -1.65415 1.07081 1.01224 0.7673
H 0.92534 0.93826 0.09152 0.0650
H 0.33338 -0.40739 -1.10789 0.0859

=====

# 7
9
Properties=species:S:1:pos:R:3:lowdin_charge:R:1 method="wB97M-V/def2-TZVPD" homo_lumo_gap_ev="8.69 / 6.29" largest_force_ev_per_a=2.7 de_lowest_kcal_mol=90.5 total_charge=0 total_energy_ha=-735.27727 homo_energy_ev="-8.37 / -8.58" spin_multiplicity=3
C -1.07714 0.15474 1.01870 -0.3550
C -0.30377 -0.00062 -0.05075 -0.3461
N -1.08505 -0.04719 -1.11498 -0.2947
N 2.10496 0.02784 0.06800 -0.2726
O 2.50676 -0.13855 -1.02898 0.1152
O 2.57863 0.21483 1.12728 0.1265
S -2.52448 -0.09808 -0.08285 0.8476
H -1.12299 0.23836 2.14529 0.0777
H -1.07691 -0.35133 -2.08172 0.1012

=====

# 8
10
Properties=species:S:1:pos:R:3:lowdin_charge:R:1 method="wB97M-V/def2-TZVPD" homo_lumo_gap_ev=9.54 largest_force_ev_per_a=4.5 de_lowest_kcal_mol=29.2 total_charge=0 total_energy_ha=-1133.73935 homo_energy_ev=-9.40 spin_multiplicity=1
O 1.52531 0.51527 2.47329 0.0230
C 0.94455 0.17606 1.44335 -0.7383
N 1.08989 0.78156 0.13635 -0.3955
S 1.08073 -0.21731 -1.22066 0.9817
C -0.64693 -0.43941 -1.36394 -0.9131
O -1.26286 -0.28298 -2.35781 0.0406
N -1.23450 -0.70396 -0.18200 -0.3538
S -0.42210 -1.04007 1.24870 0.9663
H 1.27109 1.90999 -0.08339 0.2042
H -2.34518 -0.69915 -0.09388 0.1849